Entry 1:
DFT (ωB97M-V/def2-TZVPD) results for a cluster of 3 separate species, C6H8ClO6 in total at a distorted geometry.

```
21
Properties=species:S:1:pos:R:3:forces:R:3:nbo_charge:R:1
Cl -0.19298 0.79311 -0.46168 0.07 0.04 -0.06 -0.97
C -3.07131 -0.00016 -2.09423 -0.10 -0.25 0.08 -0.11
C -2.07508 -1.01575 -2.63229 0.50 -0.28 0.67 -0.11
O -2.89579 -2.12218 -3.06147 -0.24 0.41 -0.33 -0.50
C -4.15791 -1.94006 -2.61533 0.36 -0.18 -0.27 0.97
O -5.03730 -2.72791 -2.79729 -0.18 -0.04 0.10 -0.62
O -4.28363 -0.78094 -1.96175 -0.06 0.09 0.03 -0.50
H -3.28801 0.81185 -2.78621 0.10 0.06 0.01 0.17
H -2.76857 0.37435 -1.12164 0.02 0.10 -0.06 0.25
H -1.41596 -1.39985 -1.85544 -0.04 0.25 0.13 0.22
H -1.42957 -0.63074 -3.41685 -0.29 -0.13 -0.30 0.20
C 2.37779 1.35515 1.96227 -0.59 -0.75 -0.62 -0.12
C 3.89444 1.32966 2.16274 -0.27 0.57 -0.23 -0.10
O 4.10972 0.23629 3.04299 -0.09 -0.05 0.06 -0.51
C 2.91237 -0.23690 3.50385 0.50 0.24 -0.07 0.97
O 2.84547 -1.12514 4.29284 -0.20 -0.13 0.12 -0.60
O 1.89946 0.43994 2.97393 -0.02 0.09 0.09 -0.47
H 2.06771 0.95682 0.99159 0.03 -0.08 0.09 0.25
H 1.81598 2.28038 2.05367 0.42 0.23 0.34 0.21
H 4.27684 2.25762 2.59414 0.07 -0.14 0.19 0.17
H 4.41635 1.14446 1.22617 0.02 -0.05 0.01 0.19
```
Forces are in eV/Å.

Calculated values
* relative energy (zero: lowest compared OMol25 entry of this formula, charge and spin): 4.5 kcal/mol
* lowest unoccupied orbital energy: 3.023 eV
* charge: -1



Entry 2:
DFT (ωB97M-V/def2-TZVPD) results for the molecule CH2O2S at a distorted geometry.

```
6
Properties=species:S:1:pos:R:3:forces:R:3:nbo_charge:R:1
S -1.57743 -0.01615 0.17566 1.40 -0.08 0.31 -0.02
C 0.11538 -0.05018 -0.47754 0.52 -0.09 -1.23 0.18
O 0.99734 0.70907 0.26462 0.22 1.13 -0.28 -0.26
O 1.09653 -0.73130 0.24184 -0.35 -1.04 0.07 -0.26
H -0.97737 0.17718 1.40571 -0.78 -0.14 -0.70 0.16
H 0.34554 -0.08863 -1.61030 -1.01 0.22 1.83 0.20
```
Forces are in eV/Å.

Calculated values
* relative energy (zero: lowest compared OMol25 entry of this formula, charge and spin): 100.6 kcal/mol
* lowest unoccupied orbital energy: 0.805 eV
* SMILES: SC1OO1



Entry 3:
DFT (ωB97M-V/def2-TZVPD) results for a structure of composition C26H17F12N6NaO2 at a distorted geometry.

```
64
Properties=species:S:1:pos:R:3:forces:R:3:nbo_charge:R:1
Na 0.86778 -0.70498 -0.09057 0.70 -0.20 -0.09 0.91
C -4.58833 -0.79982 4.09189 -0.07 -0.01 0.01 -0.61
C -3.62732 -0.36423 3.01732 0.02 -0.02 -0.03 -0.12
C -3.08882 0.91405 2.98528 0.03 0.06 0.02 -0.22
C -2.17475 1.27221 2.01736 0.01 -0.03 0.04 -0.28
C -1.72256 0.39071 1.00197 0.02 -0.13 -0.08 0.19
N -0.75636 0.77065 0.11787 -0.27 0.24 0.01 -0.69
C -0.68516 2.04213 -0.35048 0.10 -0.12 0.02 0.19
C -1.86347 2.83094 -0.48868 0.01 0.07 -0.02 -0.28
C -1.87762 4.10267 -1.01403 -0.02 -0.03 0.00 -0.21
C -0.70708 4.70219 -1.46650 -0.02 -0.01 0.01 -0.15
C -0.69683 6.08168 -2.07243 0.00 0.04 0.02 -0.61
C 0.44903 3.93960 -1.37712 0.09 0.01 -0.02 -0.15
C 0.52276 2.65243 -0.84778 -0.07 -0.06 -0.05 -0.06
C 1.90168 1.90920 -0.92364 -0.03 0.13 0.01 0.12
O 2.12597 0.90164 -0.09230 0.61 0.75 0.09 -0.92
C 2.03601 1.36747 -2.39094 -0.07 -0.01 0.13 0.93
F 3.27194 0.85870 -2.63154 0.07 -0.03 -0.01 -0.35
F 1.81312 2.25476 -3.38336 -0.03 0.08 -0.12 -0.35
F 1.16343 0.36339 -2.57388 0.05 -0.02 -0.03 -0.33
C 3.08497 2.95262 -0.72299 -0.17 -0.12 0.07 0.95
F 4.26259 2.32648 -0.46941 0.10 -0.10 0.01 -0.36
F 2.87321 3.74633 0.33912 0.00 0.05 0.01 -0.34
F 3.37259 3.76990 -1.77142 0.07 0.10 -0.05 -0.36
C -2.27121 -0.94278 1.04031 -0.03 0.08 -0.03 -0.03
C -3.19396 -1.25124 2.03721 0.05 -0.07 -0.04 -0.22
C -1.77293 -2.03966 0.04628 -0.18 -0.01 0.05 0.13
O -0.45445 -2.18607 0.00314 -0.89 -0.82 0.03 -0.92
C -2.36491 -1.74402 -1.40662 0.11 -0.03 0.22 0.94
F -2.49447 -0.44341 -1.68541 0.00 0.02 -0.06 -0.32
F -1.57766 -2.27021 -2.36187 -0.01 -0.02 -0.08 -0.34
F -3.60218 -2.28172 -1.61210 -0.08 0.02 -0.04 -0.36
C -2.32590 -3.47820 0.42277 0.05 0.22 -0.02 0.95
F -1.92597 -4.38327 -0.50271 0.01 -0.06 -0.07 -0.35
F -3.67051 -3.66522 0.52257 -0.05 -0.08 0.03 -0.36
F -1.81083 -3.89047 1.59321 -0.02 -0.02 0.05 -0.34
H -5.15461 0.05046 4.48194 0.01 0.00 0.01 0.19
H -4.08169 -1.26928 4.94265 0.03 0.01 0.00 0.19
H -5.31002 -1.52832 3.71289 0.01 0.00 -0.02 0.20
H -3.37785 1.64284 3.74004 0.00 0.00 0.00 0.18
H -1.75420 2.26981 2.03057 0.00 0.00 0.00 0.21
H -2.79640 2.38116 -0.17557 -0.01 0.00 -0.01 0.21
H -2.82295 4.63618 -1.09025 -0.01 0.00 0.00 0.18
H -1.63304 6.60316 -1.85767 -0.01 0.00 0.00 0.19
H -0.57940 6.06257 -3.16151 0.00 -0.03 -0.01 0.19
H 0.11698 6.69612 -1.67599 0.01 -0.02 0.01 0.19
H 1.35294 4.39229 -1.76458 -0.06 0.00 0.00 0.19
H -3.61210 -2.24591 2.07607 -0.02 0.01 0.03 0.20
N 4.88265 -0.52413 -0.26998 0.00 -0.11 -0.13 -0.35
C 4.44194 -0.49546 0.98917 -0.12 -0.09 0.05 0.22
N 3.89137 -1.64929 1.30783 0.09 0.14 -0.03 -0.50
C 3.96601 -2.33565 0.13312 -0.11 -0.18 -0.07 0.26
N 4.55696 -1.70147 -0.85332 -0.01 0.19 0.13 -0.27
C 3.17527 -3.57126 -0.08843 0.15 0.08 0.03 0.13
C 3.47361 -4.80310 0.47772 -0.02 0.02 0.07 0.00
N 2.68008 -5.85806 0.32030 0.00 0.01 -0.01 -0.40
C 1.57062 -5.65084 -0.38544 -0.01 -0.02 -0.02 -0.03
C 1.26155 -4.41837 -0.94534 -0.02 0.01 0.03 0.03
N 2.07901 -3.38376 -0.81329 -0.02 0.03 -0.06 -0.34
H 5.10180 0.27069 -0.84545 -0.02 0.04 -0.03 0.43
H 4.48860 0.38439 1.60531 0.04 0.02 0.04 0.21
H 4.36507 -4.92730 1.08198 0.01 -0.02 -0.02 0.19
H 0.89359 -6.48918 -0.50361 0.01 -0.01 0.02 0.18
H 0.33241 -4.24276 -1.46970 0.00 0.03 -0.01 0.24
```
Forces are in eV/Å.

Calculated values
* relative energy (zero: lowest compared OMol25 entry of this formula, charge and spin): 4.4 kcal/mol
* lowest unoccupied orbital energy: 4.033 eV
* charge: -2



Entry 4:
DFT (ωB97M-V/def2-TZVPD) results for a structure of composition C24H61AsF9N5O7 at a distorted geometry.

```
107
Properties=species:S:1:pos:R:3:forces:R:3:lowdin_charge:R:1
C -6.82007 3.69707 1.25318 -0.26 -1.86 -5.04 -0.48
O -7.00289 2.67745 2.20355 -1.04 0.53 2.22 -0.10
O -7.24977 3.17201 -0.00838 0.22 2.14 3.26 -0.30
C -7.39490 5.10886 1.67398 -0.29 -1.23 0.06 -0.59
F -8.26348 5.05690 2.69506 -0.41 -0.34 1.25 0.10
F -6.41024 5.94372 2.06329 0.78 0.33 0.41 0.09
F -8.05932 5.77485 0.75677 -0.34 0.36 -1.54 0.13
C -6.29670 2.81850 3.45094 1.15 -1.05 -1.51 -0.28
C -6.69130 1.70903 4.40690 -1.01 0.31 0.32 -0.09
H -6.41923 1.93848 5.43716 0.58 -0.06 0.00 0.06
H -7.77633 1.63767 4.48248 -0.24 0.02 -0.32 0.07
H -6.33673 0.72122 4.11260 0.19 0.17 -0.04 0.07
H -6.23414 3.80651 3.90702 -0.78 0.21 -0.03 0.11
H -5.27698 2.60800 3.12851 0.64 0.15 0.39 0.11
H -5.75264 3.86465 1.10956 0.70 0.39 0.63 0.12
As 1.00651 -0.66489 -0.33166 -0.74 -0.70 -0.17 0.92
F -0.63592 -0.01438 -0.59070 1.47 -0.65 0.40 -0.30
F 0.28282 -2.19852 0.43213 1.21 1.95 -1.06 -0.34
F 2.70294 -1.17559 -0.08746 -1.33 -0.43 -0.62 -0.32
F 1.67948 0.84861 -0.97402 -0.54 -1.04 -0.20 -0.31
F 1.15566 0.05100 1.28500 -0.62 -0.48 -0.80 -0.31
F 0.84748 -1.50815 -2.00861 0.68 1.29 2.45 -0.35
C -2.79511 3.07168 -7.42707 0.48 0.31 0.21 -0.04
C -2.65377 3.29539 -5.91021 1.51 -0.73 -1.48 -0.51
C -2.48146 4.67653 -5.46772 -0.84 1.01 0.53 -0.21
O -3.67616 5.43670 -5.62027 1.61 -0.58 -0.47 -0.16
C -3.69795 6.71833 -5.06676 -1.76 0.41 -0.16 -0.13
N -3.48718 2.48444 -5.09223 -0.81 -0.72 0.46 0.06
H -3.50344 3.71175 -7.95308 -0.46 -0.23 0.36 0.07
H -2.95322 2.01291 -7.63228 -0.32 0.08 -0.05 0.07
H -1.83789 3.32045 -7.88527 0.22 0.00 -0.02 0.07
H -1.69026 2.87517 -5.62182 1.11 0.44 -0.84 0.13
H -1.61842 5.01990 -6.03812 0.03 0.90 0.03 0.13
H -2.25467 4.63031 -4.40256 0.39 0.28 0.23 0.13
H -3.73370 6.79045 -3.97974 0.06 -0.61 0.27 0.09
H -4.68488 6.97064 -5.45456 -0.07 1.05 0.46 0.09
H -2.99664 7.49559 -5.37032 0.59 -0.42 -0.67 0.08
H -2.94843 1.63771 -5.20582 -0.99 -1.15 0.26 0.08
H -3.14425 2.75024 -4.18018 -0.76 -0.04 0.88 0.08
C 7.07383 0.47183 -5.00348 1.63 0.03 -0.11 -0.05
C 7.61570 1.93817 -4.94550 -2.43 0.54 -1.33 -0.38
C 7.91188 2.52971 -6.34109 0.67 -1.18 0.14 -0.21
O 8.93173 1.73050 -6.93503 0.36 0.38 0.56 -0.19
C 9.23024 1.97731 -8.27473 -0.07 -0.06 -0.23 -0.13
N 6.55066 2.83456 -4.49381 -0.68 0.64 1.03 -0.01
H 6.07350 0.38397 -5.42741 -0.11 0.46 0.34 0.08
H 7.15481 -0.01210 -4.03016 -0.47 0.18 0.15 0.07
H 7.68561 -0.16340 -5.64404 0.32 0.13 -0.15 0.06
H 8.39733 2.20299 -4.23344 0.56 -0.99 -0.34 0.13
H 8.11105 3.59253 -6.20382 0.78 0.13 -0.12 0.12
H 7.05689 2.50953 -7.01688 -0.57 -0.32 0.16 0.12
H 9.70397 2.94380 -8.44669 0.00 0.29 0.09 0.08
H 8.33570 1.90842 -8.89372 -0.24 0.09 -0.17 0.08
H 9.92263 1.21074 -8.62268 0.01 -0.06 0.16 0.08
H 5.85626 3.10039 -5.17736 0.14 -0.26 -0.44 0.07
H 6.01117 2.41359 -3.75094 0.08 0.00 0.29 0.07
C 8.44934 -1.53775 6.00894 -0.34 1.15 0.16 -0.06
C 8.69296 -0.08621 5.50609 -0.51 -0.80 1.55 -0.42
C 7.74305 0.92125 6.19200 0.24 0.07 0.17 -0.21
O 7.59294 2.06999 5.38442 0.58 1.01 2.36 -0.18
C 6.57000 1.87854 4.48959 0.15 -0.69 -2.01 -0.13
N 10.01787 0.29775 5.94381 0.80 -0.21 0.44 0.01
H 8.62510 -1.59834 7.08297 0.46 0.24 0.08 0.07
H 9.13114 -2.22927 5.51390 -0.41 -0.23 -0.09 0.07
H 7.38425 -1.76388 5.95845 0.10 -0.47 -0.75 0.07
H 8.76521 -0.03438 4.41973 -1.31 -0.04 -0.19 0.13
H 8.14200 1.17358 7.17448 1.14 0.56 -0.30 0.12
H 6.79817 0.60020 6.63046 -0.74 -0.78 -1.21 0.12
H 5.69848 1.39926 4.93551 -0.16 0.15 -0.11 0.10
H 7.04956 1.23678 3.75050 -0.90 -0.66 -0.61 0.08
H 6.32331 2.76856 3.91070 -0.09 0.31 0.61 0.09
H 10.62485 -0.34415 5.45427 0.70 0.24 0.01 0.07
H 10.19750 1.23497 5.61298 0.28 0.15 -0.12 0.07
C -6.50668 -3.93407 -0.84988 -0.40 -1.31 1.44 -0.11
C -6.05456 -3.22905 -2.06879 1.04 -0.79 -0.38 -0.41
C -5.21374 -4.19733 -3.01157 -1.67 2.16 0.49 -0.18
O -4.75662 -3.38741 -4.08794 0.12 -1.22 0.32 -0.17
C -4.23630 -4.17320 -5.12505 0.40 0.87 -1.14 -0.14
N -7.22974 -2.63456 -2.75009 0.31 -0.30 -0.13 0.05
H -6.72976 -3.23787 -0.04140 -0.25 0.15 -0.12 0.09
H -5.77222 -4.61160 -0.41444 0.30 -0.08 -0.11 0.07
H -7.39545 -4.53481 -1.04305 -0.19 -0.13 0.02 0.07
H -5.34069 -2.52510 -1.64106 -0.12 0.83 -0.92 0.14
H -5.92085 -4.95856 -3.34114 -0.06 -0.37 -0.40 0.11
H -4.39224 -4.68496 -2.48672 0.13 0.14 0.17 0.12
H -3.69288 -3.50083 -5.78892 0.24 0.18 0.14 0.08
H -4.99346 -4.57654 -5.79745 -0.52 -0.43 0.31 0.08
H -3.53125 -4.95757 -4.84983 -0.08 -0.13 0.50 0.08
H -7.74781 -3.40712 -3.14361 0.43 -0.68 -1.08 0.05
H -7.95311 -2.47861 -2.06269 0.30 1.11 0.88 0.06
C -0.05404 -4.76490 6.43901 -0.63 -0.36 1.00 -0.06
C -1.16033 -5.88011 6.34281 0.69 1.98 0.70 -0.41
C -2.57686 -5.28752 6.70057 0.13 0.64 -0.62 -0.15
O -2.83695 -4.53477 7.93418 -0.14 -0.06 -2.21 -0.19
C -2.87239 -5.23538 9.12671 1.60 -0.44 0.40 -0.15
N -1.06826 -6.40548 4.98463 -0.84 -0.79 -0.01 0.02
H 0.86761 -5.04887 5.93104 -0.04 -0.26 0.06 0.06
H 0.19315 -4.54707 7.47802 0.05 0.13 0.11 0.06
H -0.37881 -3.82976 5.98280 -0.23 -0.06 -0.08 0.08
H -0.99167 -6.69064 7.05182 0.44 -0.12 -0.06 0.12
H -3.32967 -6.05506 6.52100 -0.13 -0.26 0.46 0.11
H -2.75407 -4.54297 5.92446 -0.12 0.19 0.05 0.12
H -3.26969 -4.65858 9.96190 -0.58 0.26 -0.46 0.08
H -1.81890 -5.32976 9.39007 0.22 -0.85 0.55 0.08
H -3.35098 -6.21185 9.05222 -0.14 -0.09 0.03 0.09
H -1.37249 -5.75641 4.27312 -0.31 0.35 0.11 0.08
H -0.08383 -6.52270 4.79159 0.04 -0.26 -0.04 0.06
```
Forces are in eV/Å.

Calculated values
* relative energy (zero: lowest compared OMol25 entry of this formula, charge and spin): 0.0 kcal/mol
* lowest unoccupied orbital energy: 3.099 eV
* charge: -2